[1]
Formula: C39H35As2N2OPt
Source: the Open Molecules 2025 dataset
Level of theory: ωB97M-V/def2-TZVPD

XYZ file:
```
80
Properties=species:S:1:pos:R:3:lowdin_charge:R:1
Pt 0.247 0.894 -1.452 0.66
C -1.700 0.368 1.209 -0.47
C -2.612 -0.603 0.494 -0.44
As -2.174 -0.832 -1.438 1.24
C -3.985 -1.445 -1.979 -0.38
C -4.204 -2.597 -2.734 -0.12
C -5.467 -2.908 -3.210 -0.10
C -6.541 -2.073 -2.943 -0.11
C -6.336 -0.916 -2.204 -0.11
C -5.072 -0.606 -1.739 -0.14
C -1.372 -2.616 -1.356 -0.43
C -1.910 -3.656 -0.605 -0.14
C -1.316 -4.906 -0.607 -0.11
C -0.174 -5.131 -1.363 -0.10
C 0.362 -4.104 -2.121 -0.09
C -0.238 -2.849 -2.120 -0.13
As 0.189 -0.232 1.214 1.26
C -0.131 -1.783 2.350 -0.39
C -0.689 -1.681 3.619 -0.11
C -0.906 -2.813 4.380 -0.09
C -0.561 -4.061 3.880 -0.10
C 0.003 -4.170 2.620 -0.09
C 0.221 -3.032 1.858 -0.12
C 0.870 1.011 2.548 -0.41
C 0.332 2.288 2.687 -0.12
C 0.924 3.210 3.532 -0.08
C 2.050 2.862 4.259 -0.10
C 2.582 1.588 4.139 -0.10
C 1.998 0.669 3.281 -0.12
H -2.022 0.505 2.251 0.07
H -1.714 1.347 0.717 0.04
H -3.644 -0.239 0.527 0.05
H -2.599 -1.577 0.993 0.05
H -3.380 -3.269 -2.954 0.10
H -5.609 -3.809 -3.793 0.10
H -7.529 -2.317 -3.313 0.09
H -7.163 -0.249 -1.997 0.10
H -4.935 0.321 -1.188 0.09
H -2.809 -3.497 -0.018 0.11
H -1.741 -5.706 -0.012 0.10
H 0.296 -6.107 -1.360 0.10
H 1.251 -4.272 -2.716 0.10
H 0.189 -2.031 -2.691 0.05
H -0.947 -0.705 4.017 0.10
H -1.340 -2.727 5.369 0.10
H -0.731 -4.947 4.479 0.10
H 0.272 -5.140 2.221 0.10
H 0.656 -3.121 0.868 0.09
H -0.523 2.591 2.100 0.09
H 0.519 4.211 3.601 0.11
H 2.517 3.589 4.913 0.10
H 3.464 1.311 4.704 0.10
H 2.436 -0.320 3.180 0.10
C 0.884 0.694 -3.109 -0.29
C 2.212 0.695 -3.618 -0.39
C 2.885 -0.505 -3.928 -0.08
C 4.177 -0.476 -4.406 -0.12
C 4.844 0.732 -4.567 -0.13
C 4.197 1.926 -4.258 -0.11
C 2.894 1.920 -3.810 -0.07
H 2.383 -1.451 -3.764 0.09
H 4.684 -1.406 -4.636 0.09
H 5.865 0.742 -4.924 0.08
H 4.718 2.869 -4.368 0.09
H 2.391 2.846 -3.570 0.11
N 3.556 5.969 2.207 0.12
C 2.344 6.066 1.506 -0.54
O 1.756 7.154 1.479 -0.02
C 1.883 4.874 0.851 -0.20
C 0.605 4.837 0.234 -0.04
C 0.122 3.683 -0.308 -0.19
N 0.803 2.495 -0.291 -0.24
C 2.061 2.551 0.219 -0.22
C 2.612 3.662 0.774 -0.06
H 3.673 6.749 2.836 0.08
H 3.763 5.073 2.621 0.06
H 0.002 5.732 0.205 0.10
H -0.862 3.640 -0.759 0.09
H 2.615 1.622 0.158 0.09
H 3.630 3.586 1.132 0.10
```

ΔE to the lowest compared entry with this formula, charge and spin (kJ/mol): 278.4
Charge: -1
2S+1: 3
HOMO energy (spin up / spin down) (eV): -2.21 / -4.03
E (Eh): -6282.67991
Kohn-Sham gap (spin up / spin down) (eV): 4.6 / 6.5



[2]
Formula: C12H32NaO4
Source: the Open Molecules 2025 dataset
Level of theory: ωB97M-V/def2-TZVPD

XYZ file:
```
49
Properties=species:S:1:pos:R:3:nbo_charge:R:1
Na 0.709 -0.735 0.633 0.95
C 1.148 -2.408 3.548 -0.63
C -0.354 -2.158 3.533 0.09
C -0.813 -1.139 4.578 -0.63
O -0.760 -1.719 2.221 -0.79
H 1.694 -1.705 2.913 0.18
H 1.449 -3.393 3.177 0.23
H 1.493 -2.444 4.580 0.24
H -0.841 -3.127 3.663 0.18
H -0.614 -1.404 5.612 0.24
H -1.898 -1.072 4.460 0.21
H -0.375 -0.172 4.327 0.21
H -1.676 -1.421 2.262 0.49
C -1.440 -2.533 -1.789 -0.64
C -0.239 -2.126 -2.626 0.11
C -0.501 -1.105 -3.741 -0.63
O 0.717 -1.559 -1.696 -0.79
H -2.204 -2.937 -2.461 0.23
H -1.859 -1.639 -1.326 0.21
H -1.199 -3.344 -1.108 0.22
H 0.184 -3.007 -3.121 0.17
H -1.233 -1.578 -4.400 0.23
H 0.414 -0.968 -4.324 0.21
H -0.723 -0.117 -3.346 0.22
H 1.594 -1.586 -2.096 0.48
C 2.713 2.810 -1.241 -0.65
C 2.929 1.520 -0.441 0.10
C 4.300 1.534 0.246 -0.64
O 1.898 1.381 0.550 -0.79
H 1.654 2.913 -1.487 0.22
H 3.168 2.703 -2.234 0.23
H 3.156 3.714 -0.828 0.22
H 2.817 0.696 -1.144 0.17
H 5.040 1.919 -0.461 0.23
H 4.638 0.521 0.467 0.22
H 4.290 2.183 1.118 0.21
H 1.975 2.092 1.194 0.48
C -2.953 1.223 -1.999 -0.62
C -2.126 1.903 -0.894 0.09
C -3.007 2.456 0.198 -0.65
O -1.168 1.002 -0.322 -0.75
H -3.159 0.173 -1.783 0.21
H -2.412 1.235 -2.945 0.21
H -3.875 1.783 -2.139 0.23
H -1.577 2.657 -1.461 0.17
H -3.732 3.238 -0.040 0.24
H -2.426 2.816 1.050 0.20
H -3.708 1.673 0.515 0.21
H -1.111 1.254 0.607 0.46
```

ΔE to the lowest compared entry with this formula, charge and spin (kJ/mol): 0.0
Charge: +1
HOMO energy (eV): -13.22
E (Eh): -939.50729
Kohn-Sham gap (eV): 10.6



[3]
Formula: C3H2ClFS
Source: the Open Molecules 2025 dataset
Level of theory: ωB97M-V/def2-TZVPD

XYZ file:
```
8
Properties=species:S:1:pos:R:3:nbo_charge:R:1
F 0.242 1.784 0.063 -0.29
C 0.092 0.489 0.133 0.33
C -1.289 -0.227 0.002 -0.36
S -2.680 0.479 -0.276 0.11
C 1.140 -0.299 0.070 -0.30
Cl 2.578 0.408 -0.296 0.07
H -1.198 -1.286 0.085 0.20
H 1.114 -1.348 0.219 0.23
```

ΔE to the lowest compared entry with this formula, charge and spin (kJ/mol): 44.5
HOMO energy (eV): -9.15
Structure (SMILES): F/C(C=S)=C\Cl
E (Eh): -1073.69378
Kohn-Sham gap (eV): 8.4



[4]
Formula: C26H34N4O3
Source: the Open Molecules 2025 dataset
Level of theory: ωB97M-V/def2-TZVPD

XYZ file:
```
67
Properties=species:S:1:pos:R:3:nbo_charge:R:1
C 0.826 -3.607 -3.495 -0.61
C -0.099 -2.956 -2.473 -0.38
C -1.519 -2.754 -3.001 -0.41
C -1.569 -1.814 -4.210 -0.23
N -2.846 -1.119 -4.288 -0.47
C -3.921 -2.003 -4.687 -0.41
C -2.796 0.074 -5.121 -0.22
C -3.865 1.108 -4.729 -0.41
C -4.118 1.161 -3.215 -0.22
N -2.905 1.037 -2.448 -0.62
C -2.472 1.951 -1.557 0.65
O -3.034 3.004 -1.330 -0.62
C -1.250 1.495 -0.812 -0.05
C -1.298 1.442 0.549 -0.24
C -0.183 0.930 1.279 0.42
N -0.283 0.923 2.637 -0.55
C 0.636 0.543 3.611 0.15
C 0.289 0.711 4.943 -0.26
C 1.174 0.353 5.949 -0.28
C 2.416 -0.176 5.647 0.22
O 3.358 -0.555 6.561 -0.49
C 3.064 -0.386 7.923 -0.25
C 2.771 -0.351 4.290 0.35
O 4.006 -0.876 4.066 -0.50
C 4.414 -1.058 2.733 -0.25
C 1.884 0.006 3.293 -0.36
N 0.886 0.460 0.676 -0.51
C 0.971 0.536 -0.666 0.17
C 2.145 0.059 -1.285 -0.21
C 2.306 0.162 -2.640 -0.20
C 1.316 0.760 -3.431 -0.24
C 0.155 1.212 -2.859 -0.20
C -0.060 1.082 -1.477 -0.07
H 1.802 -3.794 -3.053 0.21
H 0.964 -2.961 -4.358 0.20
H 0.415 -4.555 -3.834 0.20
H -0.146 -3.588 -1.583 0.20
H 0.317 -1.993 -2.171 0.20
H -2.130 -2.320 -2.205 0.21
H -1.946 -3.725 -3.258 0.20
H -0.786 -1.061 -4.087 0.21
H -1.358 -2.374 -5.137 0.17
H -4.018 -2.808 -3.962 0.21
H -4.857 -1.448 -4.711 0.20
H -3.751 -2.443 -5.682 0.17
H -2.902 -0.168 -6.192 0.18
H -1.813 0.530 -4.989 0.20
H -3.531 2.084 -5.083 0.21
H -4.813 0.887 -5.222 0.20
H -4.582 2.111 -2.942 0.24
H -4.790 0.344 -2.932 0.19
H -2.419 0.161 -2.575 0.42
H -2.184 1.768 1.074 0.22
H -1.141 1.311 3.004 0.40
H -0.673 1.125 5.208 0.20
H 0.876 0.497 6.975 0.22
H 3.944 -0.738 8.459 0.20
H 2.195 -0.980 8.227 0.17
H 2.887 0.666 8.172 0.17
H 3.759 -1.758 2.204 0.18
H 4.442 -0.108 2.188 0.18
H 5.419 -1.474 2.787 0.20
H 2.124 -0.112 2.251 0.27
H 2.911 -0.372 -0.659 0.22
H 3.208 -0.203 -3.109 0.22
H 1.476 0.866 -4.494 0.22
H -0.599 1.702 -3.459 0.22
```

ΔE to the lowest compared entry with this formula, charge and spin (kJ/mol): 273.0
HOMO energy (eV): -7.27
Structure (SMILES): CCCCN(C)CCCNC(=O)c1cc(Nc2ccc(OC)c(OC)c2)nc2ccccc12
E (Eh): -1455.90117
Kohn-Sham gap (eV): 7.5



[5]
Formula: C3HOS
Source: the Open Molecules 2025 dataset
Level of theory: ωB97M-V/def2-TZVPD

XYZ file:
```
6
Properties=species:S:1:pos:R:3:nbo_charge:R:1
C -0.373 0.059 0.082 -0.26
C -1.557 -0.184 -0.076 -0.04
C -2.896 -0.221 0.057 0.07
O -3.426 -1.808 0.032 -0.79
S -3.990 1.012 0.051 -0.19
H 0.624 -0.222 0.235 0.21
```

ΔE to the lowest compared entry with this formula, charge and spin (kJ/mol): 270.6
Charge: -1
HOMO energy (eV): -3.65
Structure (SMILES): C#CC([O-])=S
E (Eh): -588.22704
Kohn-Sham gap (eV): 7.4



[6]
Formula: C39H32N6PV
Source: the Open Molecules 2025 dataset
Level of theory: ωB97M-V/def2-TZVPD

XYZ file:
```
79
Properties=species:S:1:pos:R:3:lowdin_charge:R:1
V -0.100 0.368 0.120 0.81
C 3.607 2.788 0.719 -0.05
C 2.516 2.179 0.100 -0.04
N 1.648 1.464 0.805 0.05
C 1.860 1.356 2.136 -0.15
C 2.946 1.978 2.722 -0.02
N 3.822 2.694 2.018 0.14
C 0.885 0.524 2.900 -0.15
C 0.910 0.333 4.265 0.08
C -0.049 -0.487 4.863 -0.09
C -1.016 -1.081 4.049 0.09
C -0.998 -0.841 2.692 -0.15
N -0.060 -0.057 2.140 0.05
C -1.983 -1.365 1.709 -0.15
C -3.040 -2.188 2.047 -0.02
N -3.942 -2.588 1.153 0.14
C -3.790 -2.141 -0.081 -0.05
C -2.725 -1.320 -0.449 -0.06
N -1.812 -0.944 0.438 0.04
C -0.049 -0.725 6.321 -0.18
C -1.242 -0.804 7.031 0.00
C -1.181 -1.026 8.397 -0.11
N -0.047 -1.185 9.077 0.10
C 1.086 -1.115 8.382 -0.11
C 1.145 -0.881 7.017 0.00
H 4.308 3.368 0.133 0.13
H 2.339 2.279 -0.963 0.11
H 3.126 1.902 3.786 0.13
H 1.648 0.823 4.883 0.13
H -1.755 -1.731 4.493 0.13
H -3.170 -2.541 3.061 0.13
H -4.522 -2.435 -0.821 0.13
H -2.620 -0.965 -1.465 0.09
H -2.202 -0.664 6.553 0.12
H -2.095 -1.076 8.976 0.12
H 2.000 -1.260 8.944 0.12
H 2.102 -0.860 6.515 0.12
C -1.070 -2.664 -3.313 -0.04
C -1.816 -1.466 -3.836 -0.29
C -2.864 -1.661 -4.729 -0.02
C -3.575 -0.589 -5.250 -0.04
C -3.253 0.709 -4.886 -0.05
C -2.206 0.929 -4.003 -0.06
C -1.492 -0.148 -3.480 -0.33
P -0.127 0.147 -2.339 1.08
C 1.341 -0.633 -3.038 -0.32
C 1.620 -0.520 -4.400 -0.08
C 2.740 -1.120 -4.946 -0.05
C 3.582 -1.858 -4.128 -0.04
C 3.287 -2.015 -2.783 -0.02
C 2.163 -1.421 -2.217 -0.26
C 1.868 -1.700 -0.762 -0.06
C 0.143 1.936 -2.231 -0.35
C 1.019 2.613 -3.097 -0.07
C 1.256 3.959 -2.930 -0.05
C 0.640 4.646 -1.878 -0.04
C -0.214 3.991 -1.019 -0.02
C -0.506 2.628 -1.189 -0.33
C -1.417 1.902 -0.251 -0.16
H -1.738 -3.521 -3.227 0.09
H -0.627 -2.497 -2.326 0.05
H -0.251 -2.945 -3.978 0.10
H -3.125 -2.670 -5.022 0.13
H -4.384 -0.772 -5.945 0.12
H -3.807 1.546 -5.288 0.12
H -1.949 1.943 -3.724 0.11
H 0.937 0.023 -5.044 0.12
H 2.944 -1.027 -6.004 0.12
H 4.457 -2.339 -4.544 0.12
H 3.926 -2.631 -2.163 0.12
H 2.404 -2.583 -0.416 0.10
H 0.807 -1.918 -0.588 0.05
H 2.199 -0.887 -0.101 0.07
H 1.517 2.076 -3.890 0.10
H 1.914 4.483 -3.609 0.12
H 0.827 5.703 -1.747 0.12
H -0.696 4.533 -0.215 0.13
H -2.320 1.534 -0.743 0.07
H -1.704 2.508 0.610 0.08
```

Charge: +2
2S+1: 3
HOMO energy (spin up / spin down) (eV): -14.06 / -14.03
E (Eh): -3118.82063
Kohn-Sham gap (spin up / spin down) (eV): 7.0 / 7.1